Entry 1:
Below is a cluster of 2 separate species, C32H61N6O5S in total, with properties calculated with the ωB97M-V functional and the def2-TZVPD basis.

Structure (XYZ):
```
105
C32H61N6O5S (the ωB97M-V functional and the def2-TZVPD basis)
C 6.41 -0.18 3.02
C 5.07 -0.77 3.39
O 4.36 -1.13 2.21
C 2.97 -0.99 2.33
C 2.35 -1.56 1.05
C 2.57 -0.57 -0.06
N 1.96 -1.09 -1.33
C 2.73 -2.27 -1.90
C 3.37 -1.89 -3.24
C 4.74 -1.21 -3.11
C 5.60 -1.39 -4.38
N 7.04 -1.41 -4.15
C 7.60 -0.21 -3.66
N 7.57 0.82 -4.39
N 8.17 -0.35 -2.37
C 0.47 -1.28 -1.16
C -0.16 0.13 -1.20
C -1.53 0.20 -1.92
C -2.60 0.95 -1.13
C -2.63 2.47 -1.40
N -2.50 3.23 -0.16
C -3.74 3.88 0.30
C -1.39 4.14 -0.13
C -1.26 5.16 -1.25
O -0.62 4.13 0.79
C 0.11 -2.14 0.09
C 0.34 -3.65 -0.17
C -0.26 -4.28 -1.44
C -1.76 -4.29 -1.53
C -2.41 -3.60 -2.55
C -3.79 -3.57 -2.63
C -4.56 -4.23 -1.69
C -3.93 -4.95 -0.68
C -2.55 -4.99 -0.61
C -1.35 -1.83 0.49
S -2.06 -2.67 1.89
O -1.28 -2.36 3.06
O -3.47 -2.40 1.85
N 0.92 -1.70 1.26
H 7.00 -0.87 2.42
H 6.98 0.02 3.94
H 6.30 0.77 2.50
H 4.50 -0.05 3.98
H 5.21 -1.65 4.03
H 2.57 -1.53 3.19
H 2.67 0.07 2.45
H 2.89 -2.50 0.87
H 3.62 -0.37 -0.24
H 2.06 0.36 0.19
H 2.10 -0.35 -2.02
H 3.52 -2.53 -1.20
H 2.05 -3.10 -2.05
H 3.49 -2.82 -3.80
H 2.67 -1.28 -3.83
H 4.61 -0.13 -2.97
H 5.27 -1.61 -2.24
H 5.33 -2.32 -4.88
H 5.39 -0.58 -5.07
H 7.29 -2.16 -3.52
H 7.97 1.63 -3.91
H 7.47 -0.31 -1.64
H 8.84 0.40 -2.20
H 0.14 -1.78 -2.07
H 0.53 0.79 -1.73
H -0.24 0.56 -0.20
H -1.40 0.64 -2.91
H -1.87 -0.82 -2.10
H -2.44 0.84 -0.06
H -3.58 0.52 -1.34
H -3.55 2.73 -1.92
H -1.80 2.72 -2.07
H -3.47 4.73 0.94
H -4.33 4.27 -0.53
H -4.34 3.21 0.92
H -1.94 5.98 -1.02
H -1.52 4.76 -2.23
H -0.23 5.53 -1.25
H -0.01 -4.23 0.69
H 1.41 -3.83 -0.21
H 0.13 -3.82 -2.35
H 0.09 -5.32 -1.47
H -1.81 -3.07 -3.29
H -4.25 -3.03 -3.45
H -5.64 -4.20 -1.75
H -4.52 -5.48 0.05
H -2.07 -5.58 0.17
H -1.41 -0.80 0.84
H -2.05 -1.95 -0.33
H -1.89 -3.98 1.60
H 0.79 -2.40 1.99
C -4.73 3.75 5.49
C -4.64 4.73 4.33
O -5.61 4.52 3.32
C -6.97 4.63 3.73
C -7.34 5.99 4.30
H -4.66 2.72 5.13
H -3.92 3.93 6.19
H -5.67 3.85 6.04
H -3.68 4.61 3.83
H -4.68 5.76 4.70
H -7.22 3.83 4.44
H -7.55 4.44 2.82
H -6.80 6.21 5.22
H -8.41 6.01 4.53
H -7.12 6.78 3.58
```

Spin multiplicity: 1
E: -64178.8922 eV
Total charge: +1

Atomic partial charges in e from the Löwdin method, atoms 1 to 2: atom 1 (C): -0.0706, atom 2 (C): -0.2657

---

Entry 2:
Below is a structure of composition C24H25F5NOYb, with properties calculated with the ωB97M-V functional and the def2-TZVPD basis.

Structure (XYZ):
```
57
C24H25F5NOYb (the ωB97M-V functional and the def2-TZVPD basis)
C 1.97 0.08 1.57
C 2.44 -0.46 0.35
C 2.35 0.54 -0.65
H 2.82 -1.46 0.20
C 1.84 1.72 -0.04
C 1.62 1.44 1.34
H 1.67 2.65 -0.56
C -1.23 -1.59 1.54
C -0.20 -2.33 0.91
C -0.50 -2.42 -0.47
H 0.69 -2.73 1.39
C -1.72 -1.74 -0.72
C -2.19 -1.27 0.53
H 2.65 0.45 -1.68
H 1.21 2.11 2.09
H 1.90 -0.42 2.52
H -3.10 -0.69 0.65
H 0.12 -2.88 -1.24
H -1.27 -1.31 2.58
Yb -0.15 0.22 -0.03
C -2.41 -1.53 -2.06
C -3.80 -2.13 -1.91
C -1.65 -2.22 -3.20
H -3.74 -3.13 -1.46
H -4.31 -2.24 -2.87
H -4.44 -1.53 -1.25
H -1.68 -3.30 -3.08
H -0.60 -1.90 -3.25
H -2.11 -1.98 -4.16
C -2.54 -0.01 -2.42
C -1.28 0.72 -2.87
H -3.01 0.55 -1.58
H -3.26 0.11 -3.24
O -0.24 0.68 -2.18
N -1.31 1.50 -3.97
C -0.23 2.53 -4.10
H -1.93 1.34 -4.74
C 1.14 1.99 -4.37
C 2.28 2.63 -3.88
H 2.13 3.52 -3.26
C 3.56 2.15 -4.19
H 4.45 2.66 -3.81
C 3.69 1.01 -5.01
H 4.68 0.64 -5.25
C 2.55 0.38 -5.50
H 2.63 -0.50 -6.14
C 1.28 0.87 -5.19
H 0.38 0.41 -5.58
H -0.22 3.12 -3.19
H -0.56 3.18 -4.92
F -2.84 1.72 0.56
C -1.55 2.02 0.97
F -1.53 1.84 2.32
C -1.24 3.42 0.53
F -0.05 3.85 1.00
F -1.19 3.47 -0.83
F -2.16 4.30 0.93
```

Spin multiplicity: 2
⟨S²⟩: 0.75
E: -73950.2369 eV

Atomic partial charges in e from the Löwdin method, atoms 1 to 2: atom 1 (C): -0.1870, atom 2 (C): -0.1828

---

Entry 3:
Below is an isolated molecule of C2H3NO2, with properties calculated with the ωB97M-V functional and the def2-TZVPD basis.

Structure (XYZ):
```
8
C2H3NO2 (the ωB97M-V functional and the def2-TZVPD basis)
C -0.33 -0.10 0.48
C 0.51 1.05 0.39
N -0.06 -0.95 -0.60
O -1.18 -0.41 1.29
O 0.66 -0.95 -1.61
H 1.12 1.15 -0.47
H 0.09 1.78 1.13
H -0.81 -1.58 -0.61
```

Energy above the lowest of the compared OMol25 structures with the same formula, charge and spin: 4.449 eV
Spin multiplicity: 1

Atomic partial charges in e from the Löwdin method, atoms 1 to 2: atom 1 (C): -0.5373, atom 2 (C): 0.1970